# C19H48N4O6P2Ti

A structure of composition C19H48N4O6P2Ti (ωB97M-V/def2-TZVPD, OMol25).

Each line ends with the Löwdin charge.
CARTESIAN COORDINATES (ANGSTROEM)
Ti (0.03681, -1.86518, 0.55764)  0.8353
N (0.58663, -1.00055, 2.63786)  -0.0156
C (1.31251, -2.00434, 3.45230)  -0.1915
C (2.15862, -2.86248, 2.53308)  -0.1669
N (1.36051, -3.48597, 1.45573)  -0.2449
C (2.26415, -3.91774, 0.36089)  -0.1679
C (1.50490, -4.22339, -0.91559)  -0.1964
N (0.71274, -3.03695, -1.32003)  -0.0164
C (0.55158, -4.62989, 1.95289)  -0.1451
C (-0.88226, -4.25782, 2.30316)  -0.1993
N (-1.47878, -3.46214, 1.20805)  -0.0273
H (1.23146, -0.25128, 2.39737)  0.0883
H (-0.15747, -0.57558, 3.18353)  0.0996
H (0.58695, -2.60127, 3.99974)  0.1077
H (1.96063, -1.53384, 4.19369)  0.1319
H (2.69897, -3.62152, 3.10933)  0.1403
H (2.90223, -2.22184, 2.05390)  0.1293
H (2.87343, -4.77405, 0.67011)  0.1450
H (2.94544, -3.08679, 0.16391)  0.1274
H (0.81894, -5.05922, -0.78298)  0.1128
H (2.21461, -4.52325, -1.68832)  0.1321
H (-0.02066, -3.31723, -1.96409)  0.1064
H (1.30718, -2.39681, -1.84655)  0.0800
H (1.04077, -5.09290, 2.81534)  0.1402
H (0.52198, -5.39107, 1.17412)  0.1172
H (-0.93082, -3.65338, 3.20605)  0.1039
H (-1.44227, -5.17370, 2.50429)  0.1308
H (-2.36036, -3.06202, 1.51715)  0.1059
H (-1.72857, -4.07131, 0.43288)  0.1052
C (2.69575, 4.16930, 0.40906)  -0.0294
C (2.92747, 3.19539, -0.72354)  -0.4131
C (4.36183, 3.15360, -1.18998)  -0.0294
O (2.60601, 1.83383, -0.23310)  -0.1580
P (1.31258, 1.04101, -0.59860)  0.4636
O (1.48749, -0.37564, -0.17046)  -0.3286
C (-0.08021, 1.82974, 0.22991)  -0.1979
P (-1.63492, 0.91688, 0.09641)  0.4694
O (-1.41329, -0.51784, -0.26745)  -0.3348
O (-2.44859, 1.72857, -0.95253)  -0.1750
C (-3.73939, 1.22732, -1.49675)  -0.4012
C (-4.67700, 2.40864, -1.52604)  -0.0256
C (-3.45928, 0.62808, -2.85289)  -0.0311
O (-2.34672, 0.94939, 1.49216)  -0.1781
C (-3.01095, 2.06865, 2.19905)  -0.3919
C (-2.88282, 1.75059, 3.66903)  -0.0354
C (-2.44782, 3.42690, 1.84141)  -0.0426
O (0.94291, 1.26696, -2.09990)  -0.1712
C (1.52528, 0.50110, -3.21591)  -0.4060
C (0.40323, -0.32111, -3.80888)  -0.0281
C (2.12501, 1.48737, -4.18861)  -0.0195
H (2.94705, 5.17752, 0.08050)  0.1006
H (3.32959, 3.91999, 1.26001)  0.0977
H (1.65413, 4.17447, 0.73232)  0.0686
H (2.25645, 3.40210, -1.56065)  0.1342
H (5.02477, 2.91671, -0.35794)  0.0973
H (4.64542, 4.12765, -1.58863)  0.1011
H (4.50395, 2.40796, -1.97122)  0.0776
H (-0.21935, 2.83415, -0.17514)  0.0931
H (0.17343, 1.93113, 1.28702)  0.0869
H (-4.10206, 0.46307, -0.80456)  0.1422
H (-4.27791, 3.19383, -2.16826)  0.0988
H (-4.83648, 2.81459, -0.52743)  0.0793
H (-5.64298, 2.09935, -1.92477)  0.1002
H (-3.05444, 1.38716, -3.52300)  0.0964
H (-4.38590, 0.25018, -3.28505)  0.0993
H (-2.75163, -0.19667, -2.77332)  0.0699
H (-4.05492, 2.00147, 1.89043)  0.1446
H (-1.83962, 1.81338, 3.98597)  0.0868
H (-3.27043, 0.75714, 3.88955)  0.0884
H (-3.45285, 2.47388, 4.25177)  0.1002
H (-1.42677, 3.54490, 2.20823)  0.0858
H (-3.05628, 4.18676, 2.33161)  0.1052
H (-2.48460, 3.62451, 0.77063)  0.0754
H (2.30326, -0.14340, -2.79707)  0.1380
H (-0.35452, 0.33666, -4.23555)  0.0933
H (-0.07503, -0.93622, -3.04411)  0.0601
H (0.78399, -0.96416, -4.60269)  0.1007
H (1.35761, 2.16609, -4.56115)  0.1004
H (2.54844, 0.95053, -5.03771)  0.1013
H (2.92128, 2.07005, -3.72758)  0.0724

Calculated values
Multiplicity = 3
Relative energy (zero: lowest compared OMol25 entry of this formula, charge and spin) = 0.000 eV
Charge = +2

---

# C19H50InO10

A structure of composition C19H50InO10 (ωB97M-V/def2-TZVPD, OMol25).

Each line ends with the Löwdin charge.
CARTESIAN COORDINATES (ANGSTROEM)
C (-1.09390, 4.97924, -1.25064)  -0.0670
C (-1.67813, 3.67369, -1.81588)  -0.1360
C (-2.50405, 2.86980, -0.84337)  -0.5027
O (-3.61595, 2.46414, -1.08163)  0.0922
O (-1.84614, 2.56328, 0.28856)  -0.0449
C (-2.33757, 3.09236, 1.55605)  -0.2907
C (-1.74015, 2.26679, 2.68253)  -0.2883
In (0.21046, 3.13302, 3.34018)  0.5115
C (1.77451, 1.63573, 2.66131)  -0.2043
C (2.28135, 1.88397, 1.31111)  -0.5905
O (2.75002, 2.90825, 0.87311)  0.0257
O (2.15678, 0.80995, 0.41036)  0.0020
H (-1.59220, 5.84684, -1.69499)  0.0689
H (-0.02726, 5.06373, -1.47029)  0.0761
H (-1.19776, 5.04423, -0.16478)  0.0580
H (-0.85933, 3.01770, -2.13745)  0.1264
H (-2.31269, 3.85122, -2.68906)  0.1100
H (-2.01843, 4.14282, 1.60709)  0.0699
H (-3.43711, 3.07593, 1.52190)  0.1115
H (-2.45791, 2.19646, 3.50780)  0.0256
H (-1.56820, 1.26067, 2.28254)  0.0127
H (0.41002, 4.63559, 2.45004)  -0.0925
H (0.29368, 3.32651, 5.09575)  -0.1393
H (1.32561, 0.64707, 2.70285)  0.0172
H (2.61478, 1.68806, 3.36446)  0.0547
H (2.77649, 0.10930, 0.68075)  0.0502
C (-6.06242, 1.93280, -3.94775)  -0.0885
C (-5.02091, 0.99403, -4.52809)  -0.3292
O (-3.71705, 1.27022, -4.03805)  -0.0888
H (-5.80179, 2.96756, -4.17306)  0.0752
H (-7.05217, 1.71975, -4.35673)  0.0687
H (-6.10612, 1.83173, -2.86181)  0.0720
H (-4.96286, 1.10434, -5.61212)  0.1086
H (-5.28633, -0.04779, -4.31153)  0.0915
H (-3.74117, 1.18051, -3.07610)  0.0582
C (4.67493, -3.39539, 2.19263)  -0.0830
C (3.57812, -2.42644, 1.81255)  -0.2973
O (4.07744, -1.15425, 1.38976)  -0.0865
H (5.28423, -2.98461, 2.99834)  0.0809
H (4.23485, -4.32976, 2.53653)  0.0545
H (5.33473, -3.60590, 1.34599)  0.0726
H (2.93907, -2.21928, 2.66986)  0.1181
H (2.94932, -2.84801, 1.02210)  0.1023
H (4.63642, -1.28431, 0.61557)  0.0943
C (-0.76333, -1.31990, 1.32480)  -0.0807
C (-0.08325, -2.35703, 0.45933)  -0.3065
O (0.19180, -3.56572, 1.17841)  -0.1077
H (-0.14477, -1.08612, 2.18894)  0.0681
H (-0.93551, -0.39707, 0.77013)  0.0738
H (-1.72824, -1.68941, 1.68472)  0.0775
H (0.88225, -1.98890, 0.11351)  0.0972
H (-0.69406, -2.58657, -0.42033)  0.1071
H (-0.65240, -3.90861, 1.49020)  0.0729
C (0.77349, -4.95750, 4.34304)  -0.0870
C (2.12762, -5.63465, 4.42417)  -0.3222
O (3.16295, -4.73710, 4.80543)  -0.0902
H (0.80836, -4.12904, 3.63507)  0.0570
H (0.00791, -5.66417, 4.01653)  0.0745
H (0.47679, -4.56604, 5.31947)  0.0744
H (2.42072, -6.01101, 3.44322)  0.1076
H (2.09258, -6.48843, 5.11095)  0.1045
H (2.95580, -4.38030, 5.67550)  0.0845
C (5.87032, 4.04550, -1.46397)  -0.0975
C (6.22973, 3.21780, -0.24051)  -0.3486
O (5.48596, 3.58027, 0.89953)  -0.0864
H (6.02437, 5.10596, -1.25804)  0.0702
H (6.47824, 3.76241, -2.32665)  0.0638
H (4.81930, 3.90050, -1.72169)  0.0730
H (7.28133, 3.36512, 0.01904)  0.1025
H (6.09558, 2.15073, -0.46816)  0.1026
H (4.54503, 3.43956, 0.69225)  0.0386
C (-3.86788, -4.26542, -5.22192)  -0.0952
C (-4.75736, -3.07921, -5.54432)  -0.3290
O (-5.72210, -2.84661, -4.52341)  -0.0908
H (-4.47152, -5.16242, -5.07903)  0.0727
H (-3.15143, -4.44870, -6.02427)  0.0718
H (-3.30440, -4.08504, -4.30371)  0.0728
H (-5.32506, -3.26206, -6.45656)  0.1097
H (-4.15043, -2.18095, -5.70015)  0.1063
H (-5.24360, -2.66141, -3.70790)  0.0792

Calculated values
Multiplicity = 1
Charge = -1

---

# C19H51AlNO6

A structure of composition C19H51AlNO6 (ωB97M-V/def2-TZVPD, OMol25).

Each line ends with the Löwdin charge.
CARTESIAN COORDINATES (ANGSTROEM)
C (-0.56463, -0.72073, 3.03434)  -0.1749
N (0.84241, -0.81170, 3.61776)  -0.2378
C (1.82107, -1.29283, 2.56653)  -0.3901
Al (3.60130, -1.66248, 3.55844)  0.2309
C (3.23169, -2.10002, 5.57102)  -0.2816
C (4.68062, -1.80030, 6.33468)  -0.2500
O (5.69749, -2.59454, 5.98758)  -0.1844
H (-1.30350, -0.96801, 3.91765)  0.0735
H (-0.71874, 0.34982, 2.58532)  0.0679
H (-0.67056, -1.50352, 2.15422)  0.0788
H (1.15235, 0.12705, 3.95181)  0.0841
H (2.05797, -0.43551, 1.79260)  0.0413
H (1.43979, -2.21437, 1.95275)  0.0546
H (4.41745, -2.88792, 2.97805)  -0.1193
H (4.45131, -0.29121, 3.60107)  -0.1099
H (2.90940, -3.21683, 5.70887)  0.0548
H (2.37546, -1.42219, 6.00424)  0.0345
H (4.77941, -0.91095, 7.09438)  0.1040
C (10.17137, -3.94187, 6.25887)  -0.0708
C (9.31601, -5.19334, 6.37671)  -0.5041
C (7.96548, -4.88453, 7.00305)  -0.0630
O (9.99738, -6.15755, 7.17499)  -0.0769
H (10.36968, -3.50831, 7.24555)  0.0766
H (11.14497, -4.18136, 5.81788)  0.0730
H (9.68149, -3.18600, 5.63714)  0.0849
H (9.16945, -5.63380, 5.38452)  0.1391
H (8.08558, -4.48438, 8.01614)  0.0805
H (7.36552, -5.79641, 7.09298)  0.0808
H (7.40941, -4.15688, 6.40374)  0.0571
H (10.13180, -5.77505, 8.05793)  0.0854
C (-1.18295, 2.46028, -1.45896)  -0.0707
C (-0.83235, 1.61271, -0.24636)  -0.4889
C (-0.24006, 0.27438, -0.65825)  -0.0617
O (-2.00673, 1.39052, 0.52996)  -0.0748
H (-1.93116, 1.95980, -2.08390)  0.0764
H (-1.61958, 3.41535, -1.14762)  0.0679
H (-0.29693, 2.66232, -2.06888)  0.0759
H (-0.11866, 2.15208, 0.38583)  0.1407
H (-0.95485, -0.30362, -1.25482)  0.0762
H (-0.00412, -0.32990, 0.22422)  0.0539
H (0.67421, 0.41078, -1.24422)  0.0730
H (-2.64612, 0.91204, -0.02339)  0.0854
C (1.27738, -0.22780, -4.89617)  -0.0659
C (1.62799, -1.07537, -3.68357)  -0.4956
C (2.22027, -2.41370, -4.09546)  -0.0656
O (0.45361, -1.29756, -2.90725)  -0.0830
H (0.52918, -0.72829, -5.52111)  0.0787
H (0.84075, 0.72726, -4.58483)  0.0759
H (2.16340, -0.02576, -5.50609)  0.0784
H (2.34168, -0.53601, -3.05138)  0.1425
H (1.50548, -2.99170, -4.69203)  0.0783
H (2.45622, -3.01798, -3.21299)  0.0853
H (3.13454, -2.27731, -4.68143)  0.0786
H (-0.18578, -1.77605, -3.46060)  0.0988
C (-4.52494, 4.62489, -2.13561)  -0.0577
C (-5.38030, 3.37342, -2.01777)  -0.5000
C (-6.73082, 3.68223, -1.39143)  -0.0687
O (-4.69893, 2.40921, -1.21949)  -0.0655
H (-4.32663, 5.05844, -1.14893)  0.0854
H (-3.55134, 4.38540, -2.57660)  0.0725
H (-5.01482, 5.38076, -2.75734)  0.0803
H (-5.52686, 2.93296, -3.00996)  0.1242
H (-6.61073, 4.08238, -0.37834)  0.0832
H (-7.33079, 2.77035, -1.30150)  0.0806
H (-7.28690, 4.40988, -1.99074)  0.0744
H (-4.56451, 2.79171, -0.33655)  0.0945
C (-8.97231, 2.55244, -6.34647)  -0.0678
C (-7.75691, 3.42824, -6.08672)  -0.5008
C (-6.46798, 2.71062, -6.45449)  -0.0664
O (-7.72020, 3.78820, -4.70820)  -0.0702
H (-8.93323, 1.63872, -5.74279)  0.0820
H (-9.89182, 3.07719, -6.06564)  0.0796
H (-9.03785, 2.27119, -7.40215)  0.0792
H (-7.84033, 4.35464, -6.66531)  0.1394
H (-6.34011, 1.80248, -5.85462)  0.0824
H (-5.60103, 3.34813, -6.25068)  0.0810
H (-6.45836, 2.43402, -7.51338)  0.0790
H (-7.64615, 2.97174, -4.18678)  0.0806

Calculated values
Multiplicity = 1
Charge = -1

---

# C19H51BrClF3N24O13S

A cluster of 12 separate species, C19H51BrClF3N24O13S in total (ωB97M-V/def2-TZVPD, OMol25).

Each line ends with the Löwdin charge.
CARTESIAN COORDINATES (ANGSTROEM)
C (-3.66029, 3.11109, -1.61370)  -0.1205
C (-2.97490, 3.72735, -2.82515)  -0.7062
Cl (-2.23802, 2.37566, -3.73841)  0.6759
C (-1.91975, 4.66671, -2.26968)  -0.1625
C (-1.27290, 5.74224, -3.20644)  -0.4626
C (-1.29366, 6.99993, -2.47092)  -0.2388
N (-1.42265, 7.99856, -1.88689)  0.2519
C (0.22725, 5.49879, -3.51909)  -0.6433
Br (1.29298, 5.57624, -1.88787)  0.8546
C (0.51141, 4.27211, -4.21789)  -0.2962
N (0.71269, 3.32410, -4.86378)  0.2033
S (-2.20613, 6.05767, -4.73369)  0.7687
O (-3.48058, 6.55544, -4.35654)  -0.2171
O (-2.19858, 4.93939, -5.60713)  -0.2605
C (-1.38267, 7.45219, -5.68780)  -0.7273
F (-0.85606, 6.98559, -6.77838)  0.1873
F (-0.46547, 8.07731, -4.97862)  0.1581
F (-2.31184, 8.29486, -6.00020)  0.1997
H (-4.24210, 3.90985, -1.15951)  0.0871
H (-4.35732, 2.35077, -1.91925)  0.0792
H (-2.93071, 2.76951, -0.89418)  0.0435
H (-3.74115, 4.20191, -3.41383)  0.0901
H (-2.30949, 5.17073, -1.40190)  0.1304
H (-1.10954, 4.04162, -1.92552)  0.1024
H (0.61685, 6.29153, -4.13351)  0.0849
N (-1.07977, -0.77432, -0.10775)  0.1663
C (-1.24891, 0.34570, 0.64666)  -0.6686
N (-0.79519, 0.25675, 1.92779)  0.1580
O (-1.77534, 1.35900, 0.19320)  -0.0083
H (-0.65167, -1.60956, 0.24417)  0.0834
H (-1.40883, -0.74985, -1.06364)  0.0593
H (-0.90522, 1.06372, 2.51025)  0.0951
H (-0.36297, -0.57631, 2.30441)  0.0407
N (-0.80515, 9.87627, 0.34693)  0.1410
C (-1.48695, 9.76502, 1.52419)  -0.6894
N (-1.09253, 10.63142, 2.51595)  0.1352
O (-2.38291, 8.95688, 1.69370)  0.0187
H (-0.06648, 10.53660, 0.20229)  0.0858
H (-1.06832, 9.25448, -0.41159)  0.0214
H (-1.57465, 10.57401, 3.39161)  0.0947
H (-0.36089, 11.30516, 2.40508)  0.0827
N (1.08644, -2.20474, 5.00432)  0.1687
C (1.02288, -2.78793, 3.77261)  -0.6547
N (1.53702, -4.04823, 3.69284)  0.1654
O (0.53732, -2.21282, 2.80599)  0.0075
H (1.49178, -2.64958, 5.80565)  0.0843
H (0.70884, -1.27450, 5.10257)  0.0669
H (1.51396, -4.49943, 2.79952)  0.1018
H (1.93130, -4.54107, 4.47805)  0.0524
N (2.13591, -6.85561, 8.02643)  0.1758
C (1.95287, -6.06849, 6.94114)  -0.6438
N (0.84508, -5.26353, 6.99598)  0.1607
O (2.71441, -6.06665, 5.96821)  -0.0153
H (1.52012, -6.87568, 8.81659)  0.0836
H (2.93181, -7.46197, 8.03866)  0.0893
H (0.64630, -4.68026, 6.20638)  0.0655
H (0.21290, -5.25250, 7.77269)  0.1001
N (-0.70166, -2.96245, -3.58118)  0.1602
C (-1.72179, -2.07604, -3.74958)  -0.6632
N (-2.15174, -1.91847, -5.03886)  0.1522
O (-2.22870, -1.45630, -2.82452)  0.0063
H (-0.27530, -3.48318, -4.32387)  0.0568
H (-0.36527, -3.10008, -2.64974)  0.0935
H (-2.89821, -1.26820, -5.19642)  0.1013
H (-1.75765, -2.40931, -5.81688)  0.0892
N (2.20986, -11.12082, 9.48623)  0.1537
C (1.96756, -9.98102, 10.19858)  -0.6648
N (2.37564, -10.00487, 11.50084)  0.1551
O (1.42358, -9.00703, 9.70032)  0.0088
H (2.65521, -11.93117, 9.87017)  0.0934
H (1.92025, -11.13202, 8.52717)  0.1037
H (2.21449, -9.18075, 12.04700)  0.1042
H (2.82567, -10.79094, 11.92743)  0.0938
N (1.69366, -7.30377, -4.55154)  0.1524
C (1.54256, -6.19598, -3.76649)  -0.6630
N (2.02861, -6.30798, -2.49477)  0.1545
O (1.01009, -5.17621, -4.17319)  0.0180
H (2.12639, -8.15084, -4.23927)  0.0926
H (1.34605, -7.25131, -5.48954)  0.1031
H (1.93355, -5.51082, -1.89543)  0.1033
H (2.46840, -7.13417, -2.13943)  0.0930
N (-5.21948, 3.64807, -9.46750)  0.1474
C (-4.54900, 3.83097, -8.28454)  -0.6805
N (-3.34392, 4.46442, -8.41039)  0.1636
O (-4.99451, 3.45664, -7.21469)  0.0271
H (-4.86475, 3.94765, -10.35786)  0.0802
H (-6.10783, 3.18886, -9.42267)  0.0952
H (-2.80687, 4.62259, -7.57521)  0.0567
H (-2.97728, 4.77200, -9.29163)  0.0734
N (0.79005, 2.06765, 7.74637)  0.1543
C (1.36206, 1.18284, 6.87855)  -0.6682
N (2.68370, 0.91112, 7.09995)  0.1539
O (0.73606, 0.67057, 5.96467)  0.0164
H (1.28307, 2.50295, 8.50120)  0.0931
H (-0.17754, 2.28722, 7.60471)  0.1059
H (3.13077, 0.26959, 6.47298)  0.1017
H (3.21835, 1.32008, 7.84118)  0.0926
N (5.50324, -6.61322, 6.65977)  0.1605
C (6.27606, -6.43696, 7.76612)  -0.6823
N (7.46374, -5.78257, 7.56039)  0.1418
O (5.93521, -6.83312, 8.87081)  0.0098
H (5.75572, -6.29507, 5.74516)  0.0963
H (4.62307, -7.06910, 6.77440)  0.0580
H (8.05122, -5.63839, 8.35833)  0.0971
H (7.76475, -5.44798, 6.66633)  0.0875
N (-1.84491, 2.06935, -12.12322)  0.1530
C (-1.78928, 3.39183, -11.78429)  -0.6890
N (-0.76091, 3.73240, -10.95055)  0.1505
O (-2.60081, 4.20976, -12.18905)  0.0100
H (-1.19335, 1.38409, -11.79412)  0.0926
H (-2.58631, 1.78381, -12.73328)  0.1023
H (-0.69031, 4.69514, -10.68323)  0.0992
H (-0.08839, 3.07985, -10.59723)  0.0952

Calculated values
Multiplicity = 1
SMILES = C[C@H](Cl)C[C@@](C#N)([C@@H](Br)C#N)S(=O)(=O)C(F)(F)F.NC(N)=O.NC(N)=O.NC(N)=O.NC(N)=O.NC(N)=O.NC(N)=O.NC(N)=O.NC(N)=O.NC(N)=O.NC(N)=O.NC(N)=O

---

Number 1: molecular weight 538.43 g mol⁻¹, E -2955.2645 a.u.. Number 2: molecular weight 553.42 g mol⁻¹, E -1696.3955 a.u.. Number 3: molecular weight 416.60 g mol⁻¹, E -1503.0499 a.u.. Number 4: molecular weight 1028.19 g mol⁻¹, E -6779.2492 a.u..